One molecule with the formula C4H6N4O at a distorted geometry, computed with ωB97M-V/def2-TZVPD.

As for the HOMO-LUMO gap: 8.475 eV. Its structure (SMILES) is CN1C=NC(=O)NC=N1. For the energy above the lowest of the compared OMol25 structures with the same formula, charge and spin, the calculation gives 167.7 kJ/mol.

Last column: natural (NBO) charge in e.
Atoms and positions in Å:
C 0.15372 2.06687 -1.06280  -0.394
N -0.01141 0.80520 -0.45449  -0.298
C -1.25255 0.18058 -0.38542  0.345
N -1.59608 -1.02890 -0.02328  -0.609
C -0.81659 -1.97637 0.66218  0.786
O -1.16848 -3.09715 0.96404  -0.555
N 0.43441 -1.64413 1.06509  -0.657
C 1.32899 -0.64277 0.75056  0.272
N 1.26586 0.37255 -0.07924  -0.325
H -0.69384 2.22344 -1.70625  0.201
H 0.08725 2.95537 -0.24419  0.184
H 1.18412 2.03460 -1.50566  0.242
H -2.04854 0.93215 -0.70675  0.192
H 0.81892 -2.40019 1.58779  0.419
H 2.31424 -0.78126 1.13843  0.198

***

An isolated ion of composition C4H12NO and charge +1 at a distorted geometry, computed with ωB97M-V/def2-TZVPD.

As for the HOMO-LUMO gap: 11.598 eV. As for the net charge: +1. Its structure (SMILES) is CC[NH2+]CCO. For the energy above the lowest of the compared OMol25 structures with the same formula, charge and spin, the calculation gives 261.4 kJ/mol.

Last column: natural (NBO) charge in e.
Atoms and positions in Å:
C 0.34300 -1.91769 -1.32132  -0.631
C -0.48835 -0.61665 -1.27276  -0.204
N 0.33995 0.50977 -0.59469  -0.545
C -0.18331 1.63694 0.27638  -0.251
C -0.37518 0.91534 1.70160  -0.121
O 0.77071 0.03734 2.01189  -0.745
H 1.34203 -1.65633 -1.57155  0.221
H -0.17732 -2.65033 -1.92966  0.262
H 0.17614 -2.24415 -0.29644  0.228
H -0.87124 -0.36883 -2.31503  0.233
H -1.36709 -0.65001 -0.71788  0.215
H 0.92865 0.99150 -1.34597  0.437
H 1.08453 -0.05812 -0.09808  0.468
H 0.66227 2.25991 0.53814  0.241
H -0.83861 2.32020 -0.22765  0.264
H -0.82984 1.75550 2.37879  0.222
H -1.14985 0.15007 1.97574  0.205
H 0.63350 -0.41445 2.80850  0.500

***

One molecule with the formula C13H19BrN2O3S2, computed with ωB97M-V/def2-TZVPD.

As for the HOMO-LUMO gap: 9.222 eV. Its structure (SMILES) is CN(CC(=O)N1CCCCCC1)S(=O)(=O)c1ccc(Br)s1. For the energy above the lowest of the compared OMol25 structures with the same formula, charge and spin, the calculation gives 0.0 kJ/mol.

Last column: natural (NBO) charge in e.
Atoms and positions in Å:
C 0.68283 3.22190 -1.86734  -0.432
N 0.81815 2.92968 -0.46030  -0.660
C 1.85283 2.02401 -0.03126  -0.336
C 1.57590 0.57529 -0.44005  0.680
O 0.70619 0.31785 -1.26106  -0.660
N 2.28848 -0.38674 0.17275  -0.442
C 3.32076 -0.10066 1.15053  -0.205
C 4.36532 -1.20818 1.29611  -0.411
C 4.96878 -1.66158 -0.03572  -0.405
C 4.18781 -2.80256 -0.68499  -0.391
C 2.80725 -2.39127 -1.18624  -0.404
C 1.92643 -1.76656 -0.10384  -0.230
S -0.57764 2.89139 0.43022  2.349
O -1.34896 4.03902 0.06848  -0.927
O -0.19134 2.69815 1.79744  -0.949
C -1.49980 1.44998 -0.03826  -0.547
C -2.25512 1.23208 -1.14777  -0.187
C -2.74182 -0.08897 -1.22222  -0.283
C -2.32734 -0.83004 -0.15780  -0.315
Br -2.69682 -2.63312 0.14909  0.117
S -1.36028 0.06672 0.96324  0.527
H -0.14736 3.91759 -1.96002  0.235
H 0.48652 2.32311 -2.45699  0.218
H 1.59639 3.70156 -2.22158  0.202
H 2.80668 2.36322 -0.44852  0.227
H 1.88047 2.10416 1.05717  0.258
H 3.84164 0.80954 0.84465  0.199
H 2.85948 0.08575 2.13032  0.199
H 5.15345 -0.80266 1.93399  0.221
H 3.94639 -2.06950 1.81705  0.202
H 5.02319 -0.81477 -0.72256  0.197
H 5.98916 -2.00717 0.14204  0.213
H 4.76229 -3.18940 -1.52926  0.210
H 4.08156 -3.61491 0.03804  0.192
H 2.90372 -1.67276 -2.00239  0.208
H 2.29795 -3.27263 -1.57928  0.213
H 0.89292 -1.75194 -0.45812  0.245
H 1.97036 -2.34278 0.82111  0.195
H -2.44915 1.99356 -1.87952  0.239
H -3.35046 -0.47255 -2.02068  0.238

***

C22H18BF2N4O4RuS as an isolated structure, computed with ωB97M-V/def2-TZVPD.

As for the HOMO-LUMO gap (alpha / beta): 7.616 / 7.498 eV. Its expectation value of S² is 0.754. Its multiplicity is 2. For the energy above the lowest of the compared OMol25 structures with the same formula, charge and spin, the calculation gives 73.0 kJ/mol.

Last column: natural (NBO) charge in e.
Atoms and positions in Å:
Ru 0.17813 -0.05345 -0.84322  0.615
O 1.30422 1.57788 -0.26495  -0.450
N 2.44044 1.64655 0.25963  0.215
N 2.83439 0.64062 0.94876  0.119
O 2.13681 -0.49581 1.13513  -0.514
C 4.13409 0.66110 1.52978  0.177
C 4.42270 -0.23167 2.55154  -0.232
C 5.68268 -0.20807 3.12764  -0.196
C 6.63944 0.69518 2.69156  -0.205
C 6.33549 1.57762 1.66423  -0.198
C 5.08591 1.56464 1.07047  -0.235
H 3.66751 -0.92952 2.87918  0.249
H 5.91427 -0.90218 3.92424  0.221
H 7.62139 0.70828 3.14517  0.218
H 7.08188 2.27730 1.31234  0.219
H 4.84667 2.23806 0.26140  0.239
C -0.15790 2.81381 -7.38322  -0.632
C -0.00609 1.74405 -6.33843  0.008
C 0.23238 0.42138 -6.69435  -0.206
C 0.34830 -0.57054 -5.73177  -0.197
C 0.23459 -0.23327 -4.39383  -0.283
C -0.00409 1.08144 -4.01491  -0.200
C -0.12272 2.05922 -4.98473  -0.202
S 0.41419 -1.50908 -3.17366  2.309
O 1.60594 -1.19724 -2.36128  -0.941
O 0.34560 -2.76028 -3.86339  -0.922
N -0.73333 -1.29798 -2.08421  -0.883
C -2.08678 -1.03699 -2.28078  0.149
C -2.89514 -1.56540 -3.25552  -0.243
C -4.26651 -1.24827 -3.27410  -0.177
C -4.82344 -0.44307 -2.31965  -0.215
C -4.01593 0.11876 -1.30359  -0.098
C -4.51908 0.94529 -0.27137  -0.112
C -3.65698 1.44585 0.65827  -0.261
C -2.28223 1.16774 0.56368  0.082
N -1.76804 0.41708 -0.38539  -0.408
C -2.63684 -0.14811 -1.30757  0.198
H 0.19185 2.47030 -8.35542  0.219
H 0.40343 3.70803 -7.11159  0.223
H -1.20589 3.10222 -7.48574  0.226
H 0.32815 0.15954 -7.74101  0.215
H 0.52467 -1.60099 -6.00814  0.247
H -0.09785 1.35019 -2.96721  0.214
H -0.30681 3.08459 -4.68731  0.216
H -2.47791 -2.24528 -3.98684  0.237
H -4.88906 -1.67254 -4.05093  0.220
H -5.88387 -0.22549 -2.32581  0.216
H -5.57911 1.16211 -0.23061  0.220
H -4.00202 2.06948 1.47082  0.229
H -1.57931 1.58203 1.27264  0.239
F 0.14882 -1.58537 1.61656  -0.511
B 0.65006 -0.38096 1.22878  1.125
F 0.30069 0.67762 2.04968  -0.541